The following is a DFT calculation (ωB97M-V/def2-TZVPD) of an isolated ion of composition C5H11N2S and charge +1.

Output
Energy above the lowest of the compared OMol25 structures with the same formula, charge and spin in eV: 6.516
E_LUMO (spin up / spin down) in hartree: -0.255 / -0.198
Total charge: +1
Molar mass in g/mol: 131.22

```
19
Properties=species:S:1:pos:R:3:forces:R:3
C 1.593356 -0.164984 -0.074761 0.388 0.068 -0.406
C -0.926016 1.155942 -0.148260 0.165 0.421 -0.618
C 0.442635 1.868641 -0.297982 -1.509 -0.320 2.629
C -0.999765 -1.740976 0.605819 1.191 -2.766 -1.274
C -1.384569 -1.206189 -0.732607 -1.902 -1.014 -1.328
N -1.081326 0.129193 -1.049140 1.653 -1.485 -1.695
N 1.499331 1.069106 0.252077 2.301 0.653 2.592
S 2.861341 -1.235446 0.103562 1.307 1.423 1.599
H -1.235133 0.885493 0.811433 0.149 0.005 2.072
H -1.612739 1.881700 -0.527724 -0.706 1.041 -0.226
H 0.639479 2.099827 -1.262757 0.452 0.270 -3.292
H 0.420288 2.807553 0.193924 -0.150 0.819 0.845
H 0.135712 -1.721704 0.511951 -1.248 -0.358 0.877
H -1.356633 -1.049650 1.289908 -0.362 0.842 2.016
H -1.411128 -2.824883 0.810892 0.902 2.289 -0.424
H -1.042009 -1.850323 -1.591895 -0.308 0.694 0.708
H -2.544390 -1.309994 -0.823849 1.341 0.482 -0.084
H 2.208310 1.569482 1.010993 -2.193 -1.612 -2.495
H 3.793265 -0.362779 0.918421 -1.471 -1.450 -1.495
```
Forces are in eV/Å.

***

The following is a DFT calculation (ωB97M-V/def2-TZVPD) of C21H25MgN6O8S as an isolated structure.

Output
E_LUMO in hartree: -0.124
Total charge: +1
Molar mass in g/mol: 545.84

```
62
Properties=species:S:1:pos:R:3:forces:R:3
Mg -0.437587 -0.498510 -0.995071 -0.170 0.123 0.173
O -1.463683 -3.994880 -2.389977 -0.076 -0.017 -0.030
C -1.033255 -3.057106 -1.755903 0.104 0.018 0.016
O -1.611939 -1.917072 -1.554864 0.164 0.049 0.063
C 0.359207 -3.182244 -1.120566 -0.032 -0.080 -0.053
C 0.975559 -4.415153 -1.011962 -0.006 0.013 -0.012
C 2.220253 -4.484953 -0.409025 0.009 0.017 0.001
C 2.813878 -3.320120 0.058781 -0.007 -0.013 -0.003
C 2.142927 -2.123729 -0.096617 -0.007 0.011 -0.015
N 0.938261 -2.053360 -0.677155 -0.057 0.077 0.005
H 0.462042 -5.282751 -1.399867 0.006 -0.007 0.001
H 2.723947 -5.436331 -0.302267 0.002 -0.001 0.002
H 3.781887 -3.334270 0.538155 0.002 -0.005 -0.002
H 2.566697 -1.192706 0.259868 -0.007 0.003 0.008
C 3.529631 0.682899 5.363772 0.003 0.014 -0.010
C 3.631448 1.874508 4.423554 0.006 -0.040 -0.022
S 2.247331 2.031827 3.325947 -0.022 0.047 0.016
O 2.029779 0.771199 2.647773 0.014 -0.018 0.015
O 2.425638 3.218536 2.523313 -0.021 -0.003 0.014
C 0.843134 2.323532 4.397621 0.030 -0.014 0.006
C -0.408810 2.662322 3.596756 -0.056 0.037 -0.009
N -0.805535 1.577675 2.691016 -0.074 0.009 0.032
C -0.597766 1.576371 1.362072 0.068 -0.081 -0.003
N -0.852241 0.374485 0.848311 0.029 -0.014 -0.122
C -1.244598 -0.433351 1.881458 -0.030 0.017 0.022
C -1.224377 0.299488 3.017427 0.160 -0.012 -0.025
N -1.606079 -0.142113 4.327605 -0.237 0.039 -0.059
O -1.615427 0.680980 5.226072 0.114 0.051 0.050
O -1.925424 -1.302763 4.426641 0.070 -0.085 0.031
C -0.168233 2.756018 0.569295 0.015 0.024 -0.011
H 4.462641 0.581039 5.915248 -0.001 -0.003 0.002
H 3.357150 -0.236647 4.807096 0.002 0.000 0.000
H 2.730045 0.808545 6.093202 0.002 -0.002 0.005
H 4.471975 1.784629 3.731294 0.004 -0.009 0.003
H 3.730691 2.829665 4.940025 -0.033 0.009 -0.005
H 1.093581 3.170093 5.038292 0.008 0.003 -0.016
H 0.690903 1.442401 5.016424 0.009 -0.025 0.016
H -0.240576 3.544388 2.983563 -0.001 -0.011 0.003
H -1.224364 2.863259 4.284785 0.007 0.003 -0.014
H -1.532300 -1.463472 1.756407 -0.014 0.001 0.002
H -0.975747 3.487693 0.505646 0.011 0.011 0.018
H 0.069350 2.435594 -0.442119 -0.032 0.005 -0.020
H 0.713427 3.231611 0.996910 0.005 -0.015 0.001
O -2.957148 -2.929903 -5.533251 0.018 -0.007 -0.032
C -3.057933 -1.956108 -4.521785 0.007 -0.064 -0.055
N -3.703517 -0.802421 -5.101184 -0.037 0.019 0.072
C -3.212290 0.441940 -5.321307 -0.033 0.045 0.028
O -3.757266 1.257998 -6.035978 0.027 -0.014 -0.035
C -1.956310 0.844159 -4.592070 0.044 0.036 -0.081
C -1.012699 1.626868 -5.244368 -0.009 -0.006 0.050
C 0.142583 1.992655 -4.569856 0.013 -0.010 0.002
C 0.321420 1.560395 -3.270387 -0.026 0.024 -0.020
N -0.602854 0.840536 -2.617897 0.091 -0.157 0.027
C -1.728857 0.512859 -3.272438 -0.023 -0.028 -0.022
H -2.730600 -3.772201 -5.120943 -0.012 0.021 0.039
H -2.071732 -1.675316 -4.154061 -0.034 -0.017 -0.015
H -3.641421 -2.331800 -3.677240 0.013 0.004 -0.013
H -4.562476 -0.987320 -5.602576 0.007 -0.011 -0.005
H -1.196635 1.934299 -6.265444 0.003 -0.007 -0.009
H 0.908571 2.586111 -5.047504 -0.007 0.005 -0.006
H 1.230929 1.791517 -2.728916 -0.003 0.009 0.004
H -2.455207 -0.071495 -2.721735 -0.001 0.032 0.001
```
Forces are in eV/Å.

***

The following is a DFT calculation (ωB97M-V/def2-TZVPD) of a 2-piece molecular cluster, C5H11NOS overall.

Output
Energy above the lowest of the compared OMol25 structures with the same formula, charge and spin in eV: 6.788
E_LUMO (spin up / spin down) in hartree: -0.034 / -0.004
Molar mass in g/mol: 133.22

```
19
Properties=species:S:1:pos:R:3:forces:R:3
C -0.832109 -0.350134 -0.305797 -2.806 1.980 0.866
C 2.003058 -1.426119 0.967477 0.613 0.792 -0.004
C -0.857255 3.014255 -0.255847 -1.510 -0.557 -0.440
C 0.088866 -1.338480 -0.740279 -0.961 -1.087 -1.234
C 0.681842 -2.020240 0.492649 1.627 -0.975 -0.076
N -0.089799 2.038088 -0.950057 -0.478 -1.848 -1.489
O -2.985455 0.838433 0.524675 -1.037 1.523 0.467
S -2.345543 -0.431609 0.275305 2.115 -1.287 -0.915
H 2.134148 -1.415230 2.081509 -0.098 -0.241 -1.091
H 2.161898 -0.394313 0.604535 -0.357 -0.259 0.317
H 2.778827 -1.989632 0.474648 0.693 -0.180 0.260
H -0.155304 3.491362 0.361403 0.555 1.152 1.056
H -1.417638 3.719414 -0.916130 0.451 -0.376 0.377
H -1.621352 2.493627 0.371142 0.450 0.529 -0.351
H 0.704155 -0.792040 -1.481134 0.692 -0.741 0.586
H -0.554703 -2.030669 -1.384613 1.027 0.342 0.764
H 0.076995 -2.001307 1.367683 -1.379 0.260 0.138
H 0.838250 -3.098013 0.314294 -0.046 0.375 -0.210
H -0.608879 1.692607 -1.801465 0.450 0.597 0.977
```
Forces are in eV/Å.

***

The following is a DFT calculation (ωB97M-V/def2-TZVPD) of C31H21I3N6OTi as an isolated structure.

Output
Energy above the lowest of the compared OMol25 structures with the same formula, charge and spin in eV: 0.535
E_LUMO (spin up / spin down) in hartree: -0.024 / -0.024
Molar mass in g/mol: 922.13

```
63
Properties=species:S:1:pos:R:3:forces:R:3
Ti 0.283223 0.350265 -0.037095 0.188 0.783 0.766
C -2.952347 -0.854877 4.531905 -0.015 0.014 -0.003
C -1.766581 -0.258596 4.942454 0.014 -0.003 0.006
C -0.708840 -0.110804 4.062876 0.036 -0.033 -0.030
C -0.799810 -0.573403 2.744054 -0.094 0.080 -0.011
C -2.002570 -1.150416 2.338666 0.047 -0.030 0.009
C -3.064309 -1.287597 3.220969 0.001 -0.011 0.000
N 0.260662 -0.373073 1.833617 -0.134 0.048 -0.095
C 1.570728 -0.567927 2.272556 0.176 -0.038 0.015
C 1.984215 -1.428790 3.297608 -0.043 0.051 -0.054
C 3.318910 -1.486848 3.656084 0.012 -0.017 0.021
C 4.271241 -0.700689 3.006794 0.035 -0.008 0.019
C 3.895969 0.120544 1.960946 -0.064 -0.022 -0.047
C 2.559754 0.153343 1.570282 0.033 -0.194 0.203
N 2.049190 0.860244 0.493723 -0.145 -0.159 -0.291
N 2.721870 1.956706 0.050998 0.143 0.294 -0.057
C 1.839305 2.773518 -0.491702 0.164 -0.262 0.069
C 2.237790 3.979879 -1.142620 -0.044 0.195 0.003
C 1.291228 4.814385 -1.636373 0.064 -0.037 0.018
C -0.084631 4.482775 -1.499312 -0.070 -0.025 0.017
C -0.412500 3.304947 -0.904089 -0.018 0.098 -0.001
N 0.508562 2.428730 -0.424424 0.050 -0.251 -0.064
H -3.779725 -0.964049 5.220637 0.002 -0.003 0.000
H -1.668530 0.110133 5.955987 0.004 0.001 -0.002
H 0.199279 0.380297 4.386133 0.027 -0.005 0.006
H -2.119686 -1.475570 1.316311 -0.002 -0.006 0.008
H -3.986981 -1.735797 2.872556 0.001 0.001 -0.002
H 1.250987 -2.024893 3.824505 -0.024 0.004 0.012
H 3.623154 -2.143176 4.461907 -0.002 0.004 -0.002
H 5.307485 -0.741125 3.316828 -0.003 0.000 -0.002
H 4.609790 0.731328 1.425526 -0.003 0.005 -0.004
H 3.296068 4.189497 -1.209468 -0.006 0.009 0.004
H 1.577763 5.735042 -2.128826 0.007 0.003 0.002
H -0.860299 5.147429 -1.850518 -0.006 -0.008 0.002
H -1.446279 3.013988 -0.769385 -0.004 0.001 -0.017
I -4.835760 0.651693 -0.041104 0.006 -0.003 -0.010
C -3.529035 0.637797 -1.655423 0.070 0.078 0.105
C -4.029248 0.655847 -2.971640 -0.050 0.009 -0.071
C -3.193109 0.658509 -4.052627 -0.032 0.001 0.006
I -4.027716 0.708829 -5.966350 0.010 0.000 0.019
C -1.786793 0.618176 -3.866682 0.027 0.009 0.082
C -0.816469 0.609425 -4.891506 0.061 -0.010 -0.017
C 0.511978 0.554166 -4.573652 -0.045 0.013 -0.103
C 0.896815 0.486604 -3.226819 0.074 0.011 0.116
N 0.022169 0.490499 -2.249688 -0.139 -0.103 -0.168
C -1.303508 0.580700 -2.542516 -0.050 -0.007 -0.164
C -2.172747 0.630024 -1.407550 -0.228 -0.092 -0.046
O -1.635692 0.637306 -0.206744 -0.186 -0.168 -0.241
H -5.100873 0.674491 -3.115566 0.005 0.001 -0.011
H -1.135750 0.649986 -5.924282 0.005 0.001 -0.003
H 1.271391 0.555924 -5.342479 -0.004 0.001 -0.001
H 1.941542 0.430754 -2.942415 -0.001 -0.007 -0.005
I 3.511913 -1.753049 -1.159121 0.002 -0.017 0.008
C 1.664092 -2.577230 -0.658709 -0.039 0.109 -0.079
C 1.606218 -3.944532 -0.426391 0.067 -0.029 -0.004
C 0.372316 -4.540581 -0.262517 -0.021 -0.009 0.002
C -0.768634 -3.764506 -0.394359 -0.055 -0.061 -0.083
C -0.619690 -2.414571 -0.615235 0.040 0.033 0.105
N 0.576800 -1.802800 -0.687997 0.146 -0.286 0.021
H 2.519017 -4.519706 -0.386139 0.004 0.010 -0.005
H 0.301762 -5.601591 -0.063356 0.001 -0.001 0.000
H -1.758019 -4.192718 -0.323238 -0.003 0.017 0.004
H -1.487078 -1.774872 -0.715990 0.007 0.023 0.045
```
Forces are in eV/Å.

***

The following is a DFT calculation (ωB97M-V/def2-TZVPD) of ClCu as an isolated structure.

Output
Expectation value of S²: 0.75
Energy above the lowest of the compared OMol25 structures with the same formula, charge and spin in eV: 0.946
E_LUMO (spin up / spin down) in hartree: -0.296 / -0.317
Total charge: +1
Spin multiplicity: 2
Molar mass in g/mol: 99.00

```
2
Properties=species:S:1:pos:R:3:forces:R:3
Cu 0.708874 -1.583426 -0.681280 -0.019 0.041 0.018
Cl -0.708874 1.583426 0.681280 0.019 -0.041 -0.018
```
Forces are in eV/Å.

***

- Among the records above, which one has the lowest molar mass?
  ClCu